Entry 1:
DFT (ωB97M-V/def2-TZVPD) results for one molecule with the formula C14H13N5O4.

The calculation puts the LUMO energy at -1.333 eV. As for the max |F|: 3.57 eV/Å. For the HOMO energy, the calculation gives -7.80 eV. The energy relative to the best compared isomer or geometry (same formula, charge and spin) is 9.5186 eV. The value obtained for the HOMO-LUMO gap is 6.471 eV.

Each line ends with the natural charge from an NBO analysis.
Atoms and positions in Å:
1 C -2.824 0.041 1.177  -0.72
2 C -1.545 -0.692 1.042  0.59
3 C -1.496 -2.070 1.558  -0.72
4 N -0.569 -0.160 0.323  -0.36
5 C 0.834 -0.442 0.482  0.19
6 C 1.712 0.618 0.736  -0.23
7 C 3.014 0.379 1.171  -0.19
8 C 3.415 -0.933 1.458  -0.20
9 C 2.581 -2.011 1.123  -0.19
10 C 1.321 -1.756 0.556  -0.25
11 H -3.579 -0.435 0.536  0.27
12 H -3.172 -0.060 2.209  0.26
13 H -2.753 1.109 0.961  0.26
14 H -2.475 -2.295 2.011  0.24
15 H -1.358 -2.774 0.721  0.29
16 H -0.717 -2.248 2.316  0.27
17 H 1.345 1.642 0.677  0.23
18 H 3.697 1.228 1.271  0.23
19 H 4.393 -1.097 1.915  0.23
20 H 2.930 -3.041 1.277  0.23
21 H 0.725 -2.587 0.170  0.23
22 O -1.771 -1.799 -1.623  -0.52
23 N -0.785 -1.365 -2.296  0.50
24 C -0.347 -0.018 -2.076  -0.14
25 C -0.927 0.629 -0.817  -0.10
26 C -0.491 2.033 -0.796  -0.02
27 N -0.601 2.967 0.199  0.38
28 O -1.170 3.041 1.285  -0.44
29 O 0.037 4.179 -0.329  -0.19
30 N 0.573 3.955 -1.588  -0.11
31 C 0.265 2.629 -1.848  0.30
32 N 0.742 1.971 -2.881  -0.53
33 C 0.425 0.669 -2.997  0.13
34 O -0.210 -2.073 -3.156  -0.42
35 H -2.023 0.626 -0.894  0.25
36 H 0.806 0.141 -3.874  0.23

Entry 2:
DFT (ωB97M-V/def2-TZVPD) results for C14H13N5OS2V as an isolated structure.

The charge is +2. The calculation puts the LUMO energy (spin up / spin down) at -9.223 / -8.517 eV. As for the max |F|: 1.99 eV/Å. Its spin multiplicity is 2. For the HOMO energy (spin up / spin down), the calculation gives -13.83 / -13.83 eV. The energy relative to the best compared isomer or geometry (same formula, charge and spin) is 0.3475 eV. The value obtained for the HOMO-LUMO gap (spin up / spin down) is 4.605 / 5.311 eV.

Each line ends with the natural charge from an NBO analysis.
Atoms and positions in Å:
1 V 0.661 -0.169 0.713  1.39
2 N 2.626 -2.553 3.357  -0.74
3 C 2.351 -1.621 2.454  0.29
4 S 1.146 -0.374 2.882  0.06
5 N 2.970 -1.632 1.292  -0.34
6 N 2.546 -0.578 0.494  -0.34
7 C 3.428 0.028 -0.240  0.22
8 C 3.144 1.182 -1.036  -0.22
9 C 4.138 1.744 -1.848  -0.10
10 C 3.855 2.873 -2.591  -0.19
11 C 2.589 3.454 -2.526  -0.10
12 C 1.582 2.927 -1.724  -0.26
13 C 1.894 1.807 -0.999  0.38
14 O 0.935 1.202 -0.189  -0.55
15 H 2.235 -2.524 4.283  0.43
16 H 3.337 -3.241 3.153  0.44
17 H 4.440 -0.365 -0.189  0.25
18 H 5.117 1.285 -1.891  0.25
19 H 4.616 3.311 -3.222  0.26
20 H 2.379 4.340 -3.110  0.25
21 H 0.605 3.383 -1.658  0.26
22 N -5.998 -1.104 -1.068  -0.74
23 C -5.535 -1.015 0.190  0.01
24 S -6.480 -0.967 1.509  0.04
25 C -4.026 -0.964 0.321  0.05
26 C -3.159 -0.804 -0.766  -0.22
27 C -1.807 -0.759 -0.541  0.05
28 N -1.259 -0.824 0.693  -0.57
29 C -2.096 -0.994 1.749  0.08
30 C -3.453 -1.069 1.587  -0.19
31 H -6.997 -1.149 -1.195  0.43
32 H -5.425 -1.198 -1.885  0.40
33 H -3.499 -0.715 -1.786  0.24
34 H -1.125 -0.654 -1.380  0.22
35 H -1.636 -1.063 2.724  0.24
36 H -4.099 -1.200 2.446  0.29

Entry 3:
DFT (ωB97M-V/def2-TZVPD) results for C14H14Al2IN2O6 as an isolated structure.

The charge is +3. The calculation puts the LUMO energy at -14.785 eV. As for the max |F|: 1.95 eV/Å. For the HOMO energy, the calculation gives -17.12 eV. The value obtained for the HOMO-LUMO gap is 2.332 eV.

Each line ends with the natural charge from an NBO analysis.
Atoms and positions in Å:
1 O 2.176 -1.026 2.318  -0.90
2 C 1.223 -0.369 1.793  0.83
3 O 1.002 0.785 1.939  -0.44
4 C 0.193 -1.009 0.765  -0.17
5 N 0.051 -2.439 0.981  -0.68
6 I -1.817 -3.152 0.958  0.72
7 C 0.815 -0.696 -0.586  0.00
8 C 0.833 0.638 -1.025  -0.20
9 C 1.423 0.917 -2.238  -0.09
10 C 1.974 -0.087 -3.022  -0.15
11 C 1.960 -1.402 -2.577  -0.17
12 C 1.388 -1.708 -1.361  -0.16
13 H -0.775 -0.538 0.862  0.24
14 H 0.445 -2.747 1.863  0.41
15 H 0.411 1.406 -0.400  0.25
16 H 1.466 1.963 -2.594  0.03
17 H 2.435 0.167 -3.962  0.25
18 H 2.389 -2.182 -3.181  0.26
19 H 1.385 -2.722 -1.003  0.24
20 N -4.003 3.076 3.122  -0.14
21 C -2.959 3.524 3.763  0.05
22 C -1.785 2.766 3.775  -0.20
23 C -1.797 1.552 3.111  -0.15
24 C -2.939 1.118 2.457  -0.23
25 C -4.070 1.937 2.493  0.05
26 H -3.030 4.488 4.264  0.28
27 H -0.913 3.140 4.296  0.27
28 H -0.903 0.937 3.112  0.25
29 H -2.993 0.171 1.928  0.23
30 H -5.003 1.664 2.005  0.27
31 O -2.886 -6.714 1.234  -0.90
32 H -2.576 -5.808 1.195  0.42
33 H -3.791 -6.679 1.563  0.48
34 Al 1.612 3.536 -3.653  1.02
35 C 4.016 2.124 -6.746  0.88
36 O 4.019 3.330 -6.940  -0.33
37 O 4.737 1.315 -7.369  -0.14
38 O 3.307 1.524 -5.901  -0.41
39 Al 2.980 -2.800 2.760  1.01

Entry 4:
DFT (ωB97M-V/def2-TZVPD) results for C14H14CeCl3IN2O2 as an isolated structure.

The charge is +2. The calculation puts the LUMO energy (spin up / spin down) at -10.171 / -10.153 eV. As for the max |F|: 2.06 eV/Å. For the HOMO energy (spin up / spin down), the calculation gives -15.60 / -15.60 eV. The energy relative to the best compared isomer or geometry (same formula, charge and spin) is 0.4657 eV. The value obtained for the HOMO-LUMO gap (spin up / spin down) is 5.424 / 5.443 eV.

Each line ends with the Mulliken charge.
Atoms and positions in Å:
1 C -4.951 2.632 0.187  -0.29
2 C -4.345 3.480 1.297  -0.93
3 H -4.863 3.135 -0.783  0.35
4 H -6.007 2.442 0.393  0.32
5 H -4.453 1.658 0.071  -0.30
6 H -3.264 3.575 1.237  0.23
7 H -4.777 4.475 1.224  0.32
8 H -4.590 3.075 2.277  0.29
9 C 0.098 -1.227 -2.743  0.01
10 C 0.931 -1.560 -3.811  -0.80
11 C 2.306 -1.333 -3.720  -0.49
12 C 2.813 -0.735 -2.568  -0.61
13 H -0.989 -1.412 -2.773  0.39
14 H 0.480 -2.010 -4.702  0.41
15 H 2.982 -1.596 -4.528  0.47
16 H 3.879 -0.542 -2.416  0.32
17 N 0.584 -0.606 -1.626  -0.13
18 C 1.932 -0.318 -1.560  0.60
19 C 2.386 0.402 -0.378  1.03
20 N 1.403 0.842 0.477  -0.27
21 C 1.731 1.252 1.731  0.20
22 C 4.081 1.097 1.193  -0.49
23 C 3.069 1.430 2.102  -0.78
24 H 0.899 1.415 2.430  0.40
25 H 3.310 1.802 3.101  0.42
26 C 3.742 0.542 -0.040  -0.67
27 H 4.495 0.165 -0.738  0.38
28 H 5.130 1.239 1.451  0.46
29 Ce -0.841 -0.090 0.240  1.31
30 I -3.194 0.322 -1.535  0.09
31 Cl -2.124 -4.632 2.640  -0.06
32 C -0.527 -3.914 2.370  0.68
33 Cl 0.238 -3.476 3.913  -0.08
34 Cl 0.531 -5.021 1.461  -0.08
35 C -0.679 -2.551 1.577  0.41
36 O -1.810 -1.966 1.385  -0.61
37 O 0.393 -1.992 1.163  -0.49

Entry 5:
DFT (ωB97M-V/def2-TZVPD) results for a 8-piece molecular cluster, C14H14Cl21F6N2O2S overall.

The charge is +1. The calculation puts the LUMO energy at -4.280 eV. As for the max |F|: 2.48 eV/Å. For the HOMO energy, the calculation gives -12.95 eV. The value obtained for the HOMO-LUMO gap is 8.669 eV.

Each line ends with the natural charge from an NBO analysis.
Atoms and positions in Å:
1 C 3.075 4.338 0.434  -0.67
2 C 2.676 3.380 -0.675  0.38
3 F 3.692 3.261 -1.571  -0.32
4 N 2.390 1.998 -0.195  -0.28
5 C 3.260 0.962 -0.417  -0.02
6 C 2.700 -0.153 0.135  -0.03
7 N 1.522 0.229 0.686  -0.43
8 C 1.339 1.536 0.477  0.08
9 S -0.060 2.456 1.045  2.10
10 O -0.094 2.316 2.458  -0.85
11 O 0.044 3.792 0.559  -0.90
12 C -1.624 1.693 0.412  0.40
13 F -2.579 2.394 1.011  -0.26
14 F -1.738 0.434 0.828  -0.28
15 C -1.814 1.811 -1.137  0.92
16 F -0.646 1.842 -1.766  -0.30
17 F -2.551 0.803 -1.562  -0.28
18 F -2.478 2.927 -1.399  -0.28
19 H 2.236 4.965 0.711  0.26
20 H 3.819 5.005 0.009  0.26
21 H 3.498 3.828 1.294  0.23
22 H 1.796 3.739 -1.200  0.21
23 H 4.201 1.025 -0.927  0.28
24 H 3.135 -1.162 0.123  0.28
25 H 0.877 -0.387 1.170  0.47
26 C 4.209 -4.216 -1.135  -0.27
27 Cl 4.356 -2.456 -0.846  -0.02
28 Cl 4.169 -5.038 0.415  0.05
29 Cl 2.778 -4.557 -2.092  0.05
30 H 5.078 -4.536 -1.694  0.24
31 C -0.675 -4.418 -0.070  -0.28
32 Cl 0.462 -5.585 0.563  0.05
33 Cl 0.121 -2.834 -0.315  -0.06
34 Cl -1.386 -4.964 -1.579  0.05
35 H -1.471 -4.283 0.652  0.24
36 C -2.599 -7.088 3.332  -0.28
37 Cl -1.432 -8.261 3.935  0.03
38 Cl -1.833 -5.502 3.143  -0.01
39 Cl -3.299 -7.618 1.806  0.03
40 H -3.394 -6.992 4.059  0.23
41 C -0.682 7.091 1.578  -0.29
42 Cl -2.239 7.731 2.091  0.04
43 Cl 0.088 8.168 0.411  0.02
44 Cl 0.375 6.817 2.966  0.01
45 H -0.851 6.139 1.094  0.22
46 C -5.807 1.602 -1.951  -0.29
47 Cl -6.245 0.109 -1.120  0.02
48 Cl -5.492 1.296 -3.663  0.01
49 Cl -7.061 2.820 -1.756  0.04
50 H -4.899 1.980 -1.506  0.21
51 C -2.128 1.106 -5.793  -0.29
52 Cl -0.721 0.132 -5.346  0.00
53 Cl -1.750 2.828 -5.698  0.02
54 Cl -2.703 0.678 -7.398  0.04
55 H -2.917 0.893 -5.084  0.23
56 C 2.179 -4.875 4.165  -0.28
57 Cl 3.168 -3.990 5.319  0.04
58 Cl 1.315 -3.772 3.084  -0.01
59 Cl 3.166 -5.988 3.215  0.03
60 H 1.444 -5.450 4.714  0.24

Entry 6:
DFT (ωB97M-V/def2-TZVPD) results for C14H14ClInN2O3Se2Te2 as an isolated structure.

The calculation puts the LUMO energy at -1.242 eV. As for the max |F|: 0.51 eV/Å. For the HOMO energy, the calculation gives -7.84 eV. The energy relative to the best compared isomer or geometry (same formula, charge and spin) is 2.1114 eV. The value obtained for the HOMO-LUMO gap is 6.595 eV.

Each line ends with the natural charge from an NBO analysis.
Atoms and positions in Å:
1 In -0.014 1.128 -0.050  0.85
2 Se -0.200 -0.270 3.988  -0.58
3 Te -2.476 -0.459 4.675  0.64
4 Te -4.125 -3.378 0.653  0.33
5 Se -1.921 -2.699 -0.446  0.08
6 N -4.781 -2.370 3.610  -0.81
7 C -3.663 -1.721 3.095  0.12
8 C -3.758 -0.311 2.797  -0.46
9 C -2.938 0.220 1.717  0.10
10 N -2.008 -0.411 1.122  -0.46
11 C -1.788 -1.808 1.345  -0.21
12 C -2.814 -2.558 2.204  -0.48
13 H -5.425 -1.799 4.136  0.39
14 H -4.614 -3.268 4.038  0.40
15 H -4.684 0.203 3.027  0.26
16 H -3.063 1.268 1.453  0.21
17 H -0.764 -1.957 1.675  0.26
18 H -2.348 -3.383 2.738  0.25
19 C 1.843 -1.094 -6.747  -0.62
20 C 0.805 -1.822 -5.944  -0.06
21 C -0.310 -2.381 -6.543  -0.22
22 C -1.254 -3.065 -5.788  -0.05
23 Cl -2.664 -3.720 -6.563  -0.02
24 C -1.077 -3.227 -4.431  -0.23
25 C 0.038 -2.671 -3.816  -0.30
26 C 0.964 -1.952 -4.556  0.37
27 O 2.077 -1.359 -4.047  -0.50
28 C 2.331 -1.381 -2.653  -0.17
29 C 1.398 -0.500 -1.798  0.75
30 O 1.383 0.727 -2.036  -0.76
31 O 0.746 -1.036 -0.853  -0.82
32 H 1.528 -0.986 -7.784  0.21
33 H 2.791 -1.635 -6.723  0.22
34 H 2.029 -0.105 -6.326  0.23
35 H -0.451 -2.286 -7.612  0.22
36 H -1.796 -3.776 -3.839  0.22
37 H 0.168 -2.815 -2.753  0.23
38 H 3.322 -0.937 -2.570  0.22
39 H 2.350 -2.401 -2.263  0.19

Number 1: total energy -1115.7135 a.u.. Number 2: total energy -2630.1378 a.u.. Number 3: total energy -1883.9835 a.u.. Number 4: total energy -2954.7294 a.u.. Number 5: total energy -11462.9551 a.u.. Number 6: total energy -6866.3229 a.u..